# C4H12NOS

A cluster of 2 separate species, C4H12NOS in total at a distorted geometry (the ωB97M-V functional and the def2-TZVPD basis, OMol25).

frontier orbital gap = 6.414 eV
electronic energy = -18715.42179 eV
HOMO = -2.90 eV
net charge = -1

```
19
Properties=species:S:1:pos:R:3:forces:R:3:nbo_charge:R:1
C 1.4210 0.0091 -0.5172 -0.6326 0.3212 -2.3215 -0.23
N 0.4685 -0.9392 0.0657 0.8247 -0.6025 -2.9293 -0.64
C -0.8246 -0.8111 -0.7006 0.8770 1.3016 -1.2880 -0.23
C -1.9150 -1.0226 0.3386 0.0679 -0.0048 0.9924 -0.53
S -3.5432 -0.2549 -0.1332 0.6675 -0.8025 0.2988 -0.68
C 2.7718 0.2093 0.0822 1.0111 -3.1242 2.0579 -0.60
H 0.8738 0.9460 -0.6566 0.2714 0.6492 0.4508 0.17
H 1.6175 -0.2016 -1.6259 -0.4115 -0.5598 1.3062 0.17
H 0.2281 -0.6560 0.9737 -0.0262 0.5170 1.4141 0.34
H -0.8176 0.2813 -1.1687 -0.6243 -1.9352 1.1320 0.17
H -0.8867 -1.4614 -1.6640 0.1880 0.5518 1.9438 0.19
H -1.8284 -2.1119 0.7027 -0.8181 1.1770 -0.8834 0.18
H -1.5145 -0.5071 1.2802 -0.7229 -0.2114 -0.9863 0.14
H 2.7293 0.5841 1.1360 0.0965 -0.0530 -0.8289 0.19
H 3.3931 0.8358 -0.5381 0.1884 0.2401 -0.0592 0.21
H 3.2880 -0.8870 0.1796 -0.9606 2.5616 -0.2990 0.19
H -1.2546 1.8612 1.2928 -0.3614 -0.0286 -0.2652 0.45
H -2.4427 1.7634 0.3090 -0.5187 -0.8702 -0.1464 0.50
O -1.7638 2.3627 0.6437 0.8839 0.8728 0.4112 -0.99
```
Positions in Å, forces in eV/Å.

# C4H12NOS2

The ion C4H12NOS2 with charge +2 at a distorted geometry (the ωB97M-V functional and the def2-TZVPD basis, OMol25).

frontier orbital gap (spin up / spin down) = 10.765 / 6.998 eV
electronic energy = -29532.33299 eV
HOMO (spin up / spin down) = -18.41 / -18.51 eV
<S²> = 0.75
net charge = +2
multiplicity = 2

```
20
Properties=species:S:1:pos:R:3:forces:R:3:mulliken_spin:R:1
N 0.1911 2.0495 -0.7662 0.4838 -0.7270 0.4659 0.00
C -0.4799 0.6825 -0.8260 -0.3320 0.5323 -0.8202 0.00
C -0.0223 0.0815 -2.1592 0.6481 0.5336 0.0464 0.00
O -0.3240 1.0896 -3.1014 -0.1171 -0.3136 -0.0838 0.00
C -0.2094 -0.2585 0.3321 -0.4845 -0.2885 -0.0600 0.02
S -0.7789 0.4443 1.9267 0.4498 0.2860 -0.0457 0.36
S 0.3287 -0.3648 3.3720 -0.4276 0.0851 -0.0564 0.55
C 0.3384 -2.0955 3.1158 0.5473 -2.2920 0.3690 0.00
H 1.1964 1.9200 -0.6333 0.1701 0.2531 -0.1790 0.00
H -0.1320 2.6555 -0.0090 -0.2096 0.0667 -0.1791 0.00
H 0.0302 2.4717 -1.6929 0.0265 0.1501 -0.0138 0.00
H -1.5127 0.9587 -1.0102 -0.4589 -0.3191 0.5563 0.00
H 1.0663 -0.0570 -2.1124 -0.0031 -0.3235 -0.0721 0.00
H -0.5086 -0.8688 -2.3653 -0.1347 -0.0520 0.0856 0.00
H -0.3214 0.7260 -3.9991 0.0099 0.2107 0.0781 0.00
H 0.8341 -0.5764 0.3561 0.0280 0.1652 0.2773 0.00
H -0.8248 -1.1396 0.1473 0.0663 -0.1042 -0.0443 0.01
H 0.9821 -2.5338 3.8910 0.0866 0.5683 0.2272 0.00
H 0.7586 -2.5745 2.2278 -0.0253 0.8321 -0.4730 0.02
H -0.6121 -2.6105 3.3063 -0.3236 0.7367 -0.0784 0.04
```
Positions in Å, forces in eV/Å.

# C4H12NS2

A cluster of 2 separate species, C4H12NS2 in total (the ωB97M-V functional and the def2-TZVPD basis, OMol25).

frontier orbital gap = 9.577 eV
electronic energy = -27496.13174 eV
HOMO = -12.77 eV
net charge = +1

```
19
Properties=species:S:1:pos:R:3:forces:R:3:nbo_charge:R:1
C 0.9620 2.5533 -1.8422 0.0024 -0.5504 -0.1099 -0.72
S 0.0077 1.0390 -2.2090 0.7612 0.2253 0.0124 0.04
S -1.9166 1.5031 -1.8430 -0.8526 0.2824 0.2677 -0.11
H 0.6985 3.3465 -2.5338 -0.0877 0.0073 0.0067 0.25
H 1.9926 2.2394 -2.0097 0.0438 0.1446 0.0018 0.24
H 0.8388 2.8504 -0.8061 -0.0698 0.0266 0.0148 0.23
H -1.9553 1.5426 -0.4819 0.1936 -0.0551 -0.2886 0.11
C 0.8929 -0.8083 2.6193 0.0376 0.2195 -0.3762 -0.65
C -0.1198 -1.0329 1.5486 -0.4307 0.1426 -0.1461 -0.10
C 0.0719 -1.6175 0.3796 0.2664 -0.2685 0.4788 -0.11
N -0.9893 -1.6537 -0.6412 0.1590 -0.2270 0.0166 -0.70
H 1.8839 -1.1433 2.3224 -0.0120 -0.1368 0.0842 0.23
H 0.9354 0.2759 2.7564 0.1074 -0.0542 0.1653 0.25
H 0.6033 -1.2437 3.5727 -0.0486 -0.0947 -0.0203 0.25
H -1.1064 -0.6067 1.7339 0.0492 0.0856 0.0094 0.20
H 0.9362 -2.2114 0.1204 0.1670 0.3230 -0.1929 0.23
H -1.9103 -1.5991 -0.2142 -0.2074 0.1633 -0.0147 0.44
H -0.8909 -0.8910 -1.3419 0.0643 -0.0677 0.3385 0.46
H -0.9347 -2.5424 -1.1300 -0.1432 -0.1657 -0.2473 0.44
```
Positions in Å, forces in eV/Å.

# C4H12NS2

A cluster of 2 separate species, C4H12NS2 in total at a distorted geometry (the ωB97M-V functional and the def2-TZVPD basis, OMol25).

frontier orbital gap = 8.742 eV
electronic energy = -27495.34977 eV
HOMO = -13.17 eV
net charge = +1

```
19
Properties=species:S:1:pos:R:3:forces:R:3:nbo_charge:R:1
C 0.0615 -1.3097 0.7089 -0.8676 1.1684 0.5043 -0.63
C 0.2445 -1.2798 -1.9201 -1.2885 -0.8663 -0.2980 -0.62
C -0.5805 -1.0959 -0.6577 1.4897 -1.3511 0.4684 -0.06
C 0.7233 2.0709 1.6557 -2.7424 0.8237 2.2540 -0.53
N -1.2719 0.1693 -0.6374 -2.0404 3.6876 1.9569 -0.74
S 1.6296 2.8701 2.9152 0.4647 -1.0323 -0.9151 0.21
S 0.8835 2.3521 0.0900 0.3950 -0.2451 -1.3025 0.08
H -0.7629 -1.5334 1.3863 0.0789 -0.1369 0.3001 0.22
H 0.6692 -2.1602 0.6505 0.9996 -1.2221 0.1269 0.25
H 0.6296 -0.4713 1.1908 -0.3774 -0.6490 -1.0265 0.22
H -0.3384 -0.7882 -2.6742 -0.1794 0.2057 -0.9365 0.20
H 0.1602 -2.3495 -2.1532 0.3903 0.2869 -0.0747 0.24
H 1.2445 -0.9846 -2.0577 1.2870 0.6662 0.5780 0.24
H -1.2914 -1.9140 -0.8452 -0.4786 0.6439 0.7597 0.23
H -0.3136 1.6434 2.0546 2.4478 0.5464 -0.5457 0.23
H -0.6580 1.1352 -0.5179 -0.0750 -2.0454 -0.0407 0.42
H -1.7792 0.3285 -1.5013 -0.4494 -0.0585 -0.1131 0.43
H 2.7263 3.0387 2.1043 -0.5700 0.2179 0.5116 0.16
H -1.9761 0.2785 0.2083 1.5158 -0.6400 -2.2071 0.44
```
Positions in Å, forces in eV/Å.

# C4H12O

A cluster of 2 separate species, C4H12O in total at a distorted geometry (the ωB97M-V functional and the def2-TZVPD basis, OMol25).

SMILES string = CCO.CC
frontier orbital gap = 10.948 eV
electronic energy = -6389.09736 eV
HOMO = -10.03 eV
net charge = 0

```
17
Properties=species:S:1:pos:R:3:forces:R:3:nbo_charge:R:1
C -0.8760 -0.5491 -1.7212 1.6299 -0.0797 -0.2331 -0.07
C -1.6021 0.4963 -2.5449 -0.5002 0.8203 -0.0760 -0.64
O -0.5731 -1.6829 -2.5064 -0.5059 -0.6003 -1.8257 -0.75
H 0.1443 -0.1963 -1.5148 -0.5187 0.5390 1.0336 0.17
H -1.4300 -0.8797 -0.8520 -0.0576 0.3803 0.4072 0.17
H -1.0136 1.3684 -2.8934 0.1977 -0.8107 0.1616 0.21
H -0.4558 -2.5069 -2.0407 -0.0621 0.1005 0.6021 0.47
H -2.4005 0.9746 -1.9671 -0.0682 -0.3018 -0.0197 0.21
H -2.0444 0.0258 -3.4193 -0.1078 -0.0434 -0.0390 0.23
C 1.4702 -0.2639 2.0349 1.1400 0.5429 -1.3995 -0.61
C 1.1135 0.9659 2.8144 -1.0905 -0.5225 2.1030 -0.60
H 2.5182 -0.5757 2.2483 -0.9902 -0.4327 0.2254 0.21
H 0.6743 -1.0067 2.2137 0.8176 -0.0695 -0.4732 0.21
H 1.5404 0.0624 0.9632 -0.3747 -0.7964 0.6339 0.20
H 0.6246 0.6148 3.7692 0.3357 0.6359 -0.7639 0.19
H 1.9183 1.6009 3.1392 0.5445 0.2210 -0.2218 0.21
H 0.3916 1.5520 2.2769 -0.3895 0.4171 -0.1150 0.20
```
Positions in Å, forces in eV/Å.

# C4H12O

A cluster of 2 separate species, C4H12O in total at a distorted geometry (the ωB97M-V functional and the def2-TZVPD basis, OMol25).

SMILES string = CCO.CC
frontier orbital gap = 11.196 eV
electronic energy = -6389.44909 eV
HOMO = -10.27 eV
net charge = 0

```
17
Properties=species:S:1:pos:R:3:forces:R:3:nbo_charge:R:1
C -0.8245 -1.4592 0.4603 1.6808 0.3719 0.6790 -0.06
C -0.5704 -2.4186 -0.6827 0.8869 1.1084 0.1096 -0.63
O -1.6381 -2.0509 1.4582 -1.4418 1.1989 -0.9476 -0.72
H 0.1540 -1.1586 0.9460 -0.8698 -0.1550 -0.5738 0.15
H -1.2707 -0.5199 0.0739 -0.0959 -0.6891 0.4514 0.18
H -1.5101 -2.5479 -1.1430 -1.0012 -0.4510 -0.9249 0.21
H -1.0966 -2.5782 2.0034 0.9198 -0.9260 0.9122 0.46
H -0.1949 -3.3778 -0.3564 0.2029 -0.1953 0.1583 0.20
H 0.1425 -1.9434 -1.3832 -0.3420 -0.3944 0.1488 0.21
C 0.5831 1.5470 -0.1800 0.1226 0.0569 1.3495 -0.61
C 1.1368 2.9626 -0.1459 0.1710 -0.1027 0.6796 -0.60
H -0.0885 1.3607 0.6863 0.7335 -0.1186 -0.3302 0.20
H -0.0538 1.4884 -1.0285 -0.4491 -0.4767 -0.9523 0.20
H 1.4113 0.8065 -0.2344 -0.7631 0.3080 0.0549 0.20
H 0.3282 3.6963 0.0055 0.4278 -0.1905 0.0223 0.20
H 1.5712 3.1203 -1.1183 0.4189 0.5261 -0.2806 0.20
H 1.9206 3.0726 0.6387 -0.6014 0.1292 -0.5562 0.20
```
Positions in Å, forces in eV/Å.

Respective relative energy (zero: lowest compared OMol25 entry of this formula, charge and spin) values: 1.333 0.000 0.851 1.633 1.024 0.672 eV.